{"formula": "C36H38N10PdSe", "method": "ωB97M-V/def2-TZVPD", "symbols": ["Pd", "C", "C", "N", "C", "C", "N", "C", "C", "C", "C", "C", "N", "C", "C", "N", "C", "C", "N", "C", "C", "C", "N", "C", "C", "H", "H", "H", "H", "H", "H", "H", "H", "H", "H", "H", "H", "C", "C", "C", "C", "N", "C", "Se", "N", "C", "C", "C", "C", "C", "C", "C", "C", "C", "C", "H", "H", "H", "H", "H", "H", "H", "H", "H", "H", "H", "H", "H", "H", "H", "H", "H", "H", "H", "H", "H", "H", "N", "C", "C", "N", "C", "H", "H", "H", "H"], "xyz": [[0.476, -0.788, -0.835], [0.871, -3.488, 2.527], [0.302, -2.772, 1.474], [1.021, -1.874, 0.815], [2.326, -1.709, 1.159], [2.844, -2.417, 2.230], [2.119, -3.296, 2.915], [3.120, -0.817, 0.279], [4.478, -0.565, 0.336], [5.068, 0.236, -0.649], [4.264, 0.746, -1.676], [2.910, 0.468, -1.678], [2.388, -0.282, -0.703], [1.908, 0.860, -2.699], [2.181, 1.661, -3.793], [1.263, 1.941, -4.714], [0.064, 1.411, -4.556], [-0.259, 0.622, -3.452], [0.654, 0.362, -2.528], [6.518, 0.528, -0.616], [7.427, -0.380, -0.078], [8.774, -0.054, -0.078], [9.256, 1.087, -0.555], [8.387, 1.953, -1.063], [7.020, 1.724, -1.122], [0.287, -4.225, 3.063], [-0.722, -2.906, 1.156], [3.870, -2.279, 2.544], [5.077, -0.968, 1.139], [4.707, 1.318, -2.477], [3.163, 2.093, -3.936], [-0.681, 1.618, -5.314], [-1.249, 0.215, -3.297], [7.121, -1.344, 0.303], [9.500, -0.751, 0.325], [8.798, 2.882, -1.440], [6.375, 2.494, -1.521], [-5.387, -2.288, 0.711], [-5.431, -1.016, 1.552], [-4.570, -1.089, 2.810], [-3.069, -1.130, 2.537], [-2.575, 0.136, 1.985], [-2.183, 0.391, 0.726], [-1.987, -0.899, -0.649], [-1.942, 1.704, 0.599], [-1.512, 2.405, -0.613], [-2.594, 2.584, -1.672], [-3.817, 3.396, -1.244], [-4.817, 2.639, -0.375], [-2.161, 2.323, 1.826], [-2.055, 3.653, 2.226], [-2.353, 3.925, 3.545], [-2.743, 2.914, 4.438], [-2.859, 1.600, 4.039], [-2.565, 1.326, 2.705], [-6.185, -2.294, -0.030], [-5.522, -3.172, 1.338], [-4.444, -2.398, 0.173], [-6.461, -0.822, 1.857], [-5.135, -0.149, 0.952], [-4.820, -1.993, 3.372], [-4.793, -0.248, 3.468], [-2.825, -1.907, 1.813], [-2.506, -1.317, 3.453], [-0.648, 1.869, -1.009], [-1.159, 3.380, -0.279], [-2.914, 1.607, -2.045], [-2.100, 3.091, -2.506], [-4.330, 3.719, -2.152], [-3.494, 4.315, -0.745], [-5.039, 1.660, -0.807], [-5.758, 3.184, -0.311], [-4.469, 2.489, 0.648], [-1.762, 4.441, 1.549], [-2.287, 4.944, 3.901], [-2.962, 3.176, 5.464], [-3.164, 0.829, 4.731], [1.295, -5.178, -2.116], [-0.076, -5.166, -2.114], [-0.426, -3.852, -2.174], [0.701, -3.061, -2.222], [1.714, -3.896, -2.183], [1.882, -5.996, -2.122], [-0.660, -6.068, -2.086], [-1.420, -3.438, -2.219], [2.758, -3.631, -2.231]], "mulliken_charge": [0.85, -0.76, -0.54, 0.75, 0.23, -0.34, -0.53, 0.08, -0.85, 0.98, -0.86, 0.00, -0.49, 0.42, -0.32, -0.55, -0.47, -0.68, 0.53, 0.62, -0.59, -0.45, -0.55, -0.43, -0.60, 0.44, 0.72, 0.46, 0.53, 0.67, 0.46, 0.45, 0.52, 0.43, 0.38, 0.38, 0.47, -1.15, 0.14, -0.77, -0.92, 0.97, -0.50, -0.40, 0.88, -0.36, -0.16, -0.88, -0.90, 0.65, -1.09, -0.80, -0.83, -0.82, 0.94, 0.40, 0.33, 0.17, 0.45, -0.27, 0.49, 0.45, 0.18, 0.40, -0.50, 0.59, 0.12, 0.50, 0.44, 0.31, 0.21, 0.46, 0.11, 0.42, 0.44, 0.45, 0.48, -0.05, -0.68, -0.50, 0.07, -0.39, 0.19, 0.44, 0.52, 0.46], "gap_ev": 6.936, "relative_energy_ev": 0.000, "total_charge": 2, "e_lumo_ha": -0.2436, "multiplicity": 1}